# 1
Here is a structure of composition C18H34N2Rh at a distorted geometry from the OMol25 dataset. Energies are from ωB97M-V/def2-TZVPD.

Cartesian coordinates (Å):
Rh: 0.483 -0.061 0.008
C: -2.436 2.514 0.241
C: -1.803 1.230 0.634
C: -2.285 -0.005 0.108
C: -3.368 0.006 -0.909
C: -1.812 -1.244 0.636
C: -2.495 -2.518 0.300
C: -0.770 -1.244 1.619
C: -0.248 -2.533 2.158
C: -0.404 -0.010 2.260
C: 0.261 -0.021 3.587
C: -0.805 1.224 1.660
C: -0.337 2.515 2.239
H: -3.489 2.386 0.006
H: -1.963 2.943 -0.646
H: -2.362 3.262 1.026
H: -4.331 -0.033 -0.385
H: -3.350 -0.854 -1.574
H: -3.382 0.914 -1.504
H: -3.519 -2.349 -0.022
H: -2.523 -3.186 1.161
H: -1.997 -3.078 -0.497
H: -0.929 -2.904 2.931
H: 0.728 -2.428 2.629
H: -0.190 -3.314 1.402
H: 1.354 -0.039 3.530
H: -0.027 -0.899 4.163
H: -0.003 0.864 4.164
H: -1.087 2.872 2.955
H: -0.230 3.295 1.489
H: 0.599 2.426 2.784
C: -0.398 0.701 -3.145
N: 0.549 -0.085 -2.380
C: 0.250 -1.511 -2.424
C: 1.916 0.272 -2.763
C: 2.983 -0.240 -1.795
N: 2.673 0.110 -0.413
C: 3.395 -0.695 0.550
C: 2.697 1.536 -0.113
H: -0.317 0.455 -4.213
H: -0.198 1.767 -3.044
H: -1.422 0.495 -2.844
H: 0.604 -1.965 -3.361
H: -0.831 -1.660 -2.375
H: 0.736 -2.054 -1.595
H: 1.975 1.359 -2.842
H: 2.139 -0.135 -3.759
H: 3.948 0.195 -2.097
H: 3.081 -1.326 -1.868
H: 4.469 -0.459 0.534
H: 3.292 -1.759 0.332
H: 3.040 -0.497 1.563
H: 3.665 1.989 -0.380
H: 2.552 1.698 0.961
H: 1.923 2.076 -0.681

orbital gap (spin up / spin down)	6.7 / 5.8	eV
electronic energy	-25175.7786	eV
highest occupied orbital energy (spin up / spin down)	-0.721 / -0.719	Ha
LUMO level (spin up / spin down)	-0.4743 / -0.5046	Eh
spin multiplicity	1
total charge	+3
relative energy (zero: lowest compared OMol25 entry of this formula, charge and spin)	53.3	kcal/mol

Here are the Löwdin charges for atoms 1 to 6, given in e:
1 Rh 1.09
2 C 0.03
3 C -0.12
4 C -0.15
5 C -0.01
6 C -0.13



# 2
Here is a cluster of 2 separate species, C3H10N2O in total at a distorted geometry from the OMol25 dataset. Energies are from ωB97M-V/def2-TZVPD.

Cartesian coordinates (Å):
C: 0.038 1.352 1.543
C: 1.346 1.445 -0.483
N: 0.354 1.002 0.146
H: -0.847 1.976 1.675
H: -0.057 0.412 2.080
H: 0.849 2.021 1.822
H: 2.058 2.176 -0.107
H: 1.605 0.937 -1.407
H: -0.067 0.050 -0.145
N: -1.392 -0.854 -0.757
C: -0.183 -2.008 -0.517
O: 0.951 -1.436 -0.727
H: -2.351 -1.196 -0.664
H: -1.411 -0.801 -1.779
H: -0.508 -2.801 -1.225
H: -0.385 -2.274 0.545

orbital gap	7.1	eV
electronic energy	-8297.3841	eV
highest occupied orbital energy	-0.265	Ha
LUMO level	-0.0050	Eh
spin multiplicity	1
total charge	0
relative energy (zero: lowest compared OMol25 entry of this formula, charge and spin)	95.0	kcal/mol

Here are the Löwdin charges for atoms 1 to 6, given in e:
1 C -0.01
2 C 0.10
3 N -0.03
4 H 0.09
5 H 0.10
6 H 0.08



# 3
Here is a structure of composition C19H15N3PdS2 at a distorted geometry from the OMol25 dataset. Energies are from ωB97M-V/def2-TZVPD.

Cartesian coordinates (Å):
Pd: 2.045 -0.368 -0.762
S: 4.374 -0.890 -0.057
C: 3.548 -0.716 1.425
N: 2.235 -0.682 1.401
C: 1.662 -0.546 2.625
C: 0.294 -0.500 2.872
C: -0.139 -0.402 4.177
C: 0.780 -0.327 5.221
C: 2.144 -0.360 4.988
C: 2.590 -0.482 3.683
S: 4.221 -0.592 3.043
H: -0.377 -0.534 2.028
H: -1.196 -0.373 4.395
H: 0.421 -0.241 6.236
H: 2.839 -0.287 5.809
C: -1.217 -1.235 -0.717
N: -0.209 -0.201 -0.839
C: -0.549 1.047 -0.785
C: 0.424 2.065 -0.856
C: 0.321 3.457 -0.689
C: 1.618 3.951 -0.713
C: 2.464 2.855 -0.906
N: 1.752 1.736 -1.016
C: -1.986 -1.392 -2.005
C: -3.372 -1.418 -2.009
C: -4.064 -1.499 -3.205
C: -3.369 -1.545 -4.401
C: -1.982 -1.541 -4.403
C: -1.293 -1.469 -3.206
H: -1.929 -1.003 0.088
H: -0.708 -2.178 -0.471
H: -1.594 1.331 -0.652
H: -0.594 4.006 -0.557
H: 1.929 4.972 -0.608
H: 3.537 2.843 -1.006
H: -3.911 -1.361 -1.074
H: -5.145 -1.509 -3.203
H: -3.909 -1.585 -5.333
H: -1.445 -1.583 -5.339
H: -0.209 -1.445 -3.181

orbital gap (spin up / spin down)	6.2 / 6.2	eV
electronic energy	-49566.1963	eV
highest occupied orbital energy (spin up / spin down)	-0.288 / -0.288	Ha
LUMO level (spin up / spin down)	-0.0596 / -0.0598	Eh
spin multiplicity	1
total charge	0
relative energy (zero: lowest compared OMol25 entry of this formula, charge and spin)	24.6	kcal/mol

Here are the Löwdin charges for atoms 1 to 6, given in e:
1 Pd 0.74
2 S 0.57
3 C -1.13
4 N -0.10
5 C -0.32
6 C -0.01



# 4
Here is a structure of composition C2H4FNO2 at a distorted geometry from the OMol25 dataset. Energies are from ωB97M-V/def2-TZVPD.

Cartesian coordinates (Å):
C: -0.139 -0.350 1.090
C: 0.484 0.209 -0.087
N: -0.414 0.258 -1.296
O: -1.611 0.292 -1.141
O: 0.135 0.373 -2.370
F: 1.577 -0.572 -0.540
H: 0.507 -1.083 1.740
H: -0.911 -1.123 0.884
H: -0.476 0.406 1.705
H: 0.847 1.589 0.015

orbital gap	11.0	eV
electronic energy	-10436.8889	eV
highest occupied orbital energy	-0.416	Ha
LUMO level	-0.0111	Eh
spin multiplicity	1
total charge	0
relative energy (zero: lowest compared OMol25 entry of this formula, charge and spin)	107.2	kcal/mol

Here are the Löwdin charges for atoms 1 to 6, given in e:
1 C -0.06
2 C -0.29
3 N -0.39
4 O 0.09
5 O 0.09
6 F 0.00



# 5
Here is a cluster of 2 separate species, C4H9NO3 in total at a distorted geometry from the OMol25 dataset. Energies are from ωB97M-V/def2-TZVPD.

Cartesian coordinates (Å):
C: -1.113 0.411 -1.948
N: -0.340 0.302 -0.819
C: 0.307 1.465 -0.277
C: 0.029 -1.045 -0.431
C: -0.845 -1.716 0.575
O: -0.450 -2.097 1.660
O: -1.492 -0.561 -2.587
H: -1.231 1.387 -2.392
H: 0.942 1.275 0.604
H: 0.868 1.856 -1.138
H: -0.265 2.302 0.167
H: 1.097 -0.849 -0.043
H: -0.032 -1.711 -1.309
H: -1.881 -1.961 0.375
H: 1.932 0.778 2.101
H: 1.156 -0.389 2.655
O: 1.319 0.553 2.807

structure (SMILES)	CN(C=O)CC=O.O
orbital gap	10.2	eV
electronic energy	-11925.3234	eV
highest occupied orbital energy	-0.355	Ha
LUMO level	0.0214	Eh
spin multiplicity	1
total charge	0
relative energy (zero: lowest compared OMol25 entry of this formula, charge and spin)	51.2	kcal/mol

Here are the Löwdin charges for atoms 1 to 6, given in e:
1 C -0.30
2 N -0.15
3 C -0.06
4 C -0.12
5 C -0.21
6 O 0.04



# 6
Here is a cluster of 4 separate species, C2H11NO4 in total at a distorted geometry from the OMol25 dataset. Energies are from ωB97M-V/def2-TZVPD.

Cartesian coordinates (Å):
O: -0.610 -1.575 -1.187
C: 0.130 -0.765 -0.678
C: 0.052 0.719 -1.036
N: -0.729 1.377 0.030
H: 0.702 -1.025 0.223
H: -0.399 0.772 -2.028
H: 1.066 1.120 -1.046
H: -1.550 0.830 0.230
H: -0.953 2.305 -0.260
H: -3.804 -1.425 -0.858
H: -2.352 -1.227 -0.565
O: -3.204 -0.838 -0.394
H: 2.442 0.528 0.860
H: 3.915 0.170 0.611
O: 3.031 -0.023 0.326
H: 0.462 0.405 2.823
H: 0.699 1.369 1.724
O: 1.180 0.775 2.321

structure (SMILES)	NCC=O.O.O.O
orbital gap	10.8	eV
electronic energy	-11932.1057	eV
highest occupied orbital energy	-0.374	Ha
LUMO level	0.0225	Eh
spin multiplicity	1
total charge	0
relative energy (zero: lowest compared OMol25 entry of this formula, charge and spin)	38.1	kcal/mol

Here are the Löwdin charges for atoms 1 to 6, given in e:
1 O 0.03
2 C -0.22
3 C -0.21
4 N 0.02
5 H 0.11
6 H 0.12